# 1
Here is C5H7NS as an isolated structure in a non-equilibrium geometry from the OMol25 dataset. Energies are from the ωB97M-V functional and the def2-TZVPD basis.

* relative energy (zero: lowest compared OMol25 entry of this formula, charge and spin): 266.77 kJ/mol
* max |F|: 0.0810 Eh/bohr

The geometry in XYZ format:
```
14
Properties=species:S:1:pos:R:3:nbo_charge:R:1
C -0.195 1.095 -0.811 -0.386
C 0.909 0.628 0.160 -0.078
C -0.257 -0.463 -0.880 -0.067
C -0.956 -0.829 0.443 -0.319
C -0.091 0.109 1.244 -0.356
H -1.031 1.587 -0.404 0.203
H 0.136 1.416 -1.835 0.227
H 1.766 1.115 0.440 0.206
H 1.455 -1.446 -0.302 0.357
H -0.632 -1.059 -1.741 0.196
H -1.984 -0.807 0.518 0.230
H -0.317 0.705 2.156 0.253
N 1.160 -0.466 -0.770 -0.584
S 0.039 -1.583 1.782 0.117
```


# 2
Here is a 3-piece molecular cluster, C18H40BrN2 overall in a non-equilibrium geometry from the OMol25 dataset. Energies are from the ωB97M-V functional and the def2-TZVPD basis.

* relative energy (zero: lowest compared OMol25 entry of this formula, charge and spin): 146.91 kJ/mol
* max |F|: 0.0431 Eh/bohr
* charge: +1

The geometry in XYZ format:
```
61
Properties=species:S:1:pos:R:3:nbo_charge:R:1
C 2.772 1.305 -1.397 -0.636
C 2.701 1.914 -0.007 -0.390
C 3.182 1.021 1.158 -0.445
C 2.235 -0.147 1.353 -0.228
N 2.732 -1.268 2.314 -0.191
C 1.818 -2.464 2.384 -0.238
C 2.714 -3.631 2.752 -0.425
C 4.166 -3.170 2.424 -0.449
C 4.126 -1.733 1.897 -0.223
C 2.834 -0.675 3.680 -0.428
H 2.327 1.811 -2.253 0.210
H 2.323 0.304 -1.373 0.219
H 3.799 1.081 -1.698 0.231
H 1.694 2.319 0.140 0.182
H 3.319 2.815 -0.049 0.223
H 3.260 1.697 2.010 0.219
H 4.208 0.696 0.989 0.231
H 2.030 -0.654 0.411 0.276
H 1.352 0.031 1.971 0.197
H 1.063 -2.184 3.112 0.210
H 1.443 -2.623 1.370 0.273
H 2.527 -3.994 3.762 0.225
H 2.565 -4.494 2.108 0.258
H 4.968 -3.269 3.161 0.231
H 4.569 -3.839 1.663 0.257
H 4.757 -0.949 2.305 0.210
H 4.177 -1.723 0.808 0.269
H 3.364 0.274 3.680 0.229
H 3.395 -1.346 4.330 0.236
H 1.855 -0.533 4.133 0.221
C -6.975 0.529 -0.849 -0.604
C -5.793 0.565 -1.820 -0.393
C -4.498 1.103 -1.239 -0.406
C -3.312 0.688 -2.136 -0.212
N -2.046 1.421 -1.820 -0.206
C -0.922 0.820 -2.625 -0.225
C -0.568 -0.477 -1.890 -0.447
C -1.060 -0.203 -0.432 -0.428
C -1.512 1.275 -0.418 -0.209
C -2.155 2.895 -2.213 -0.401
H -7.824 -0.040 -1.207 0.234
H -7.221 1.546 -0.538 0.213
H -6.620 0.110 0.097 0.205
H -5.963 1.184 -2.705 0.208
H -5.547 -0.437 -2.183 0.202
H -4.254 0.759 -0.228 0.204
H -4.439 2.191 -1.129 0.199
H -3.561 0.824 -3.188 0.228
H -3.092 -0.366 -1.984 0.228
H -0.035 1.450 -2.585 0.231
H -1.243 0.679 -3.653 0.238
H 0.470 -0.797 -1.827 0.298
H -1.214 -1.293 -2.207 0.224
H -0.290 -0.339 0.322 0.236
H -1.846 -0.914 -0.184 0.225
H -0.684 1.982 -0.412 0.213
H -2.217 1.602 0.343 0.236
H -2.835 3.450 -1.580 0.237
H -2.352 2.793 -3.277 0.228
H -1.172 3.360 -2.146 0.228
Br 2.505 -2.934 -1.429 -0.937
```


# 3
Here is a 2-piece molecular cluster, C5H10O2 overall from the OMol25 dataset. Energies are from the ωB97M-V functional and the def2-TZVPD basis.

* relative energy (zero: lowest compared OMol25 entry of this formula, charge and spin): 286.33 kJ/mol
* max |F|: 0.0072 Eh/bohr
* structure (SMILES): C/C=C\OC.C=O

The geometry in XYZ format:
```
17
Properties=species:S:1:pos:R:3:nbo_charge:R:1
C 0.452 0.338 -2.159 -0.651
C -0.702 0.447 -1.201 -0.263
C -0.899 -0.383 -0.178 0.108
O -0.065 -1.432 0.063 -0.523
C -0.166 -1.992 1.355 -0.246
H 0.256 0.898 -3.077 0.219
H 1.376 0.742 -1.723 0.213
H 0.650 -0.704 -2.428 0.224
H -1.417 1.255 -1.326 0.218
H -1.742 -0.281 0.508 0.176
H 0.265 -1.323 2.114 0.168
H -1.210 -2.208 1.620 0.174
H 0.400 -2.926 1.343 0.200
C 0.608 1.839 1.244 0.284
O 0.243 2.970 1.061 -0.510
H 1.389 1.357 0.630 0.110
H 0.191 1.212 2.055 0.099
```


# 4
Here is one molecule with the formula C5H11N in a non-equilibrium geometry from the OMol25 dataset. Energies are from the ωB97M-V functional and the def2-TZVPD basis.

* relative energy (zero: lowest compared OMol25 entry of this formula, charge and spin): 123.23 kJ/mol
* max |F|: 0.0377 Eh/bohr
* structure (SMILES): CC/C=C/NC

The geometry in XYZ format:
```
17
Properties=species:S:1:pos:R:3:nbo_charge:R:1
C -0.346 -2.632 0.273 -0.597
C -0.513 -1.565 -0.800 -0.421
C -0.935 -0.260 -0.196 -0.285
C -0.261 0.881 -0.364 0.021
N -0.192 2.031 0.402 -0.606
C 1.116 2.691 0.315 -0.406
H 0.118 -3.527 -0.118 0.211
H -1.329 -2.821 0.699 0.205
H 0.264 -2.218 1.072 0.199
H 0.308 -1.409 -1.502 0.201
H -1.220 -1.962 -1.550 0.194
H -1.455 -0.315 0.764 0.178
H 0.460 0.863 -1.181 0.166
H -0.402 1.799 1.368 0.364
H 1.146 3.542 0.988 0.207
H 1.931 1.988 0.556 0.169
H 1.312 2.913 -0.725 0.199
```


# 5
Here is one molecule with the formula C4H6N4 in a non-equilibrium geometry from the OMol25 dataset. Energies are from the ωB97M-V functional and the def2-TZVPD basis.

* relative energy (zero: lowest compared OMol25 entry of this formula, charge and spin): 275.69 kJ/mol
* max |F|: 0.0984 Eh/bohr
* structure (SMILES): C=C(C)c1nnn[nH]1

The geometry in XYZ format:
```
14
Properties=species:S:1:pos:R:3:nbo_charge:R:1
C -1.250 -1.477 0.706 -0.325
C -0.485 -0.345 0.609 -0.060
C -0.399 0.479 -0.745 -0.648
C 0.262 0.051 1.797 0.274
N -0.022 -0.071 3.126 -0.282
N 1.221 0.256 3.665 -0.078
N 2.035 0.759 2.863 -0.050
N 1.454 0.689 1.712 -0.349
H -1.672 -1.757 -0.177 0.200
H -1.221 -1.958 1.711 0.236
H -1.011 0.028 -1.551 0.229
H -0.775 1.491 -0.565 0.230
H 0.594 0.459 -1.242 0.216
H 1.977 0.823 0.891 0.408
```


# 6
Here is C20H42AlNP3S as an isolated structure in a non-equilibrium geometry from the OMol25 dataset. Energies are from the ωB97M-V functional and the def2-TZVPD basis.

* relative energy (zero: lowest compared OMol25 entry of this formula, charge and spin): 102.28 kJ/mol
* max |F|: 0.0708 Eh/bohr
* charge: +3

The geometry in XYZ format:
```
68
Properties=species:S:1:pos:R:3:nbo_charge:R:1
Al 0.251 0.001 -0.048 1.109
P -2.233 -0.995 0.676 0.880
P 1.388 -2.020 -0.733 0.849
P -1.176 0.204 -2.872 1.475
H 1.891 1.529 4.408 0.162
C 2.135 2.516 3.992 -0.384
C 1.154 3.226 3.411 -0.380
H 0.158 2.778 3.254 0.170
C -2.632 -1.067 2.478 -0.917
C -2.533 -2.784 0.358 -0.929
C -3.858 -0.330 0.140 -0.929
C 3.082 -1.460 -1.109 -0.932
C 1.730 -3.289 0.543 -0.923
C 1.030 -3.137 -2.136 -0.930
C -2.290 1.600 -2.964 -0.978
C -2.081 -1.328 -2.994 -0.993
C 0.156 0.224 -4.046 -0.996
H 3.174 2.884 4.120 0.229
H 1.306 4.156 2.870 0.210
H -2.365 -0.125 2.970 0.260
H -2.122 -1.893 2.989 0.247
H -3.714 -1.221 2.598 0.273
H -1.785 -3.407 0.867 0.250
H -2.506 -3.019 -0.711 0.233
H -3.528 -3.053 0.747 0.280
H -3.829 0.766 0.166 0.257
H -4.633 -0.673 0.839 0.279
H -4.126 -0.658 -0.868 0.234
H 3.665 -2.285 -1.541 0.277
H 3.571 -1.117 -0.189 0.277
H 3.059 -0.626 -1.820 0.254
H 2.196 -4.171 0.079 0.284
H 0.812 -3.625 1.042 0.248
H 2.419 -2.908 1.309 0.260
H 1.772 -3.951 -2.141 0.288
H 1.086 -2.617 -3.101 0.246
H 0.038 -3.598 -2.036 0.249
H -1.859 2.319 -3.671 0.304
H -2.378 2.066 -1.972 0.293
H -3.267 1.230 -3.299 0.301
H -2.405 -1.390 -4.036 0.306
H -2.954 -1.341 -2.334 0.279
H -1.456 -2.197 -2.755 0.278
H 0.343 1.269 -4.346 0.313
H -0.155 -0.363 -4.931 0.317
H 1.088 -0.197 -3.630 0.289
C 1.516 3.078 -0.578 -0.266
C 2.412 3.336 -1.640 -0.224
C 2.409 4.570 -2.275 -0.182
C 1.495 5.580 -1.909 -0.164
C 0.589 5.303 -0.886 -0.195
C 0.550 4.058 -0.273 -0.219
S 1.734 1.692 0.428 -0.085
H -0.859 0.189 -1.389 -0.176
H 3.134 2.582 -1.935 0.222
H 3.127 4.800 -3.075 0.245
H 1.505 6.565 -2.382 0.253
H -0.104 6.058 -0.516 0.244
H -0.189 3.814 0.483 0.217
C 0.090 -2.697 4.608 -0.588
C 1.044 -1.590 4.108 -0.567
C 0.712 -1.011 2.832 0.639
N 0.505 -0.583 1.761 -0.653
H -0.934 -2.323 4.696 0.223
H 0.410 -3.045 5.594 0.276
H 0.095 -3.554 3.926 0.220
H 1.072 -0.759 4.835 0.308
H 2.072 -1.989 4.015 0.301
```


Quick rundown of energy, same order as above: -647.55543; -3393.09129; -346.91637; -251.81559; -374.95636; -2505.73667 hartree
Quick rundown of gap between HOMO and LUMO, same order as above: 9.79; 7.21; 9.59; 9.05; 10.28; 5.68 eV
Quick rundown of highest occupied orbital energy, same order as above: -8.87; -9.54; -8.75; -7.92; -9.77; -16.07 eV